{
  "formula": "C2H2NO2P",
  "method": "wB97M-V/def2-TZVPD",
  "e_homo_ev": [-8.53, -9.23],
  "lumo_ev": [-1.9, -1.3],
  "mol_weight_da": 103.02,
  "gap_ev": [6.653, 7.956],
  "total_energy_ha": -623.80438,
  "charge": 0,
  "species": ["P", "O", "O", "N", "C", "C", "H", "H"],
  "coordinates": [[1.59213, 0.48966, -0.32807], [-1.02601, 1.28515, -0.46908], [0.75828, -1.45108, 0.50778], [1.94358, 1.20925, 0.90437], [-0.30431, -1.14641, -0.07376], [-0.29953, 0.21113, -0.64118], [-1.60097, 1.20225, 0.29788], [-1.06317, -1.79996, -0.19793]],
  "atomic_forces_ev_per_a": [[1.20, -1.51, -2.79], [-1.02, 0.04, -0.22], [-0.72, -0.38, -0.99], [0.12, 1.85, 2.34], [2.20, 3.46, 0.83], [1.30, -1.20, 1.17], [-0.42, 0.10, 0.16], [-2.66, -2.35, -0.48]],
  "mulliken_charge": [0.229, -0.382, -0.458, -0.348, -0.073, 0.198, 0.346, 0.488]
}

=====

{
  "formula": "C3H5N2O3",
  "method": "wB97M-V/def2-TZVPD",
  "e_homo_ev": -4.70,
  "lumo_ev": 3.9,
  "mol_weight_da": 117.08,
  "gap_ev": 8.645,
  "total_energy_ha": -452.40842,
  "charge": -1,
  "species": ["O", "O", "O", "N", "N", "C", "C", "C", "H", "H", "H", "H", "H"],
  "coordinates": [[-2.86804, 1.39938, -1.71830], [-2.51616, 0.32104, -3.51694], [-1.05237, 1.47623, 0.15101], [-1.36571, -0.17244, -1.83982], [-2.26152, 0.50396, -2.35231], [0.55892, -0.29773, -0.42117], [1.23796, -0.68662, 0.66347], [-0.90691, -0.09185, -0.50536], [0.91513, -0.79598, 1.70874], [-1.43735, -0.56426, 0.39282], [1.13702, -0.02898, -1.21696], [-1.80721, 1.89327, -0.49580], [2.25864, -0.71869, 0.51969]],
  "atomic_forces_ev_per_a": [[-1.14, 1.27, 0.77], [-0.94, -0.39, -2.83], [-1.29, -0.82, -2.71], [3.52, -3.18, 1.87], [-0.95, 1.44, 0.83], [-1.32, -0.92, 2.94], [-1.69, 0.58, 0.17], [-1.50, 3.84, 2.18], [-0.44, -0.28, -0.77], [0.26, -0.07, -1.79], [1.13, 0.47, -2.47], [2.11, -1.81, 1.78], [2.25, -0.13, 0.03]],
  "mulliken_charge": [-0.808, -0.752, -0.695, -0.788, 1.245, -0.134, -0.839, 0.381, 0.275, 0.155, 0.301, 0.386, 0.272]
}

=====

{
  "formula": "C10H26Br4O8P2",
  "method": "wB97M-V/def2-TZVPD",
  "e_homo_ev": -9.71,
  "lumo_ev": 0.5,
  "mol_weight_da": 655.87,
  "gap_ev": 10.232,
  "total_energy_ha": -11977.47028,
  "charge": 0,
  "species": ["Br", "Br", "Br", "Br", "P", "P", "O", "O", "O", "O", "O", "O", "O", "O", "C", "C", "C", "C", "C", "C", "C", "C", "C", "C", "H", "H", "H", "H", "H", "H", "H", "H", "H", "H", "H", "H", "H", "H", "H", "H", "H", "H", "H", "H", "H", "H", "H", "H", "H", "H"],
  "coordinates": [[-4.74175, 1.80540, 0.92790], [-3.80414, -2.73006, 0.11650], [1.63480, -1.83297, -3.76772], [-0.31656, -4.36996, -1.94158], [1.58311, 2.12339, -1.03148], [-0.27861, -0.66142, 1.94487], [-1.03156, 0.22430, 3.06008], [-0.80519, -0.69917, 0.54477], [2.34490, 0.72073, -0.88135], [-0.28187, -2.08407, 2.74233], [2.32334, 2.87099, -2.23288], [0.28836, 1.48557, -1.68760], [1.23879, -0.11462, 1.87541], [1.33318, 2.97866, 0.09599], [-0.07553, -3.27788, 1.92261], [3.77805, 0.85709, -0.56669], [-0.90401, 2.37370, -1.68646], [-4.68450, -0.13122, 1.22712], [0.75970, -1.66634, -2.08068], [2.38313, 2.28852, -3.54782], [-3.90285, -0.73333, 0.06949], [2.08995, -0.39700, 3.10664], [-0.52509, -2.47803, -1.99048], [-0.96985, 1.69049, 2.89183], [1.44436, -0.49441, 3.98785], [-0.77170, 3.08875, -2.57673], [-0.93466, 3.02652, -0.78240], [0.71866, -3.19339, 1.22145], [-1.77960, 1.74906, -1.78417], [-0.88610, -3.56518, 1.24112], [1.41736, 2.09051, -3.96342], [2.86150, 2.89906, -4.27854], [-2.85355, -0.43400, 0.20085], [3.99043, 1.65795, 0.22668], [4.18373, -0.11968, -0.30148], [2.66735, -1.28647, 2.95245], [1.40730, -1.98326, -1.22632], [0.09635, -4.09463, 2.56225], [0.53969, -0.58425, -2.06732], [-4.14335, -0.33813, 2.15094], [-1.50838, 1.96075, 1.96042], [0.03401, 2.06698, 2.91267], [2.71867, 0.53167, 3.18598], [-4.35305, -0.44713, -0.88547], [-5.72794, -0.47380, 1.30147], [-1.21402, -2.29288, -2.76687], [-0.97399, -2.18681, -1.10892], [4.34647, 0.96566, -1.52452], [2.84134, 1.29844, -3.55636], [-1.55665, 1.91592, 3.80756]],
  "atomic_forces_ev_per_a": [[0.08, -0.27, 0.16], [-0.26, 0.88, 0.11], [0.61, -0.35, -0.59], [0.30, -0.66, 0.11], [-0.12, -2.00, -2.21], [0.11, -0.48, -0.59], [1.12, -0.51, -1.46], [0.30, 0.21, 1.89], [1.51, 1.01, 0.73], [0.00, 0.61, -1.48], [0.19, 0.24, -0.34], [-1.53, 1.11, 0.27], [0.05, -1.23, 1.86], [0.33, 0.92, 1.39], [-0.94, 0.56, -0.77], [0.35, 0.07, -0.56], [1.46, 1.27, -0.93], [-0.17, -0.74, -0.11], [-0.56, -0.07, 0.90], [-0.26, -1.22, 0.31], [0.16, 0.01, 0.22], [-0.93, 2.21, -0.96], [1.38, 0.46, -0.95], [-1.98, -1.10, 0.72], [0.22, 0.02, -0.24], [-0.48, -1.13, 1.13], [0.04, -0.85, -0.51], [1.25, 0.48, -0.22], [-0.04, -0.10, -0.02], [-0.56, 0.61, 0.61], [-1.02, 0.12, 0.14], [0.73, 0.91, 0.14], [-0.38, -0.11, -0.57], [-0.33, -1.20, -1.32], [-0.65, -0.03, 0.82], [0.25, -0.36, -0.22], [-0.19, 0.55, -0.96], [0.29, -0.76, 1.05], [-0.05, -0.84, 0.60], [-0.24, 0.28, 0.05], [0.38, 0.02, 0.64], [0.48, 0.08, -0.02], [-0.47, -1.14, 0.04], [0.33, -0.25, 0.15], [0.50, 0.18, -0.07], [-0.56, 0.32, -1.10], [-0.98, 0.40, 2.01], [-0.57, 0.93, 0.67], [0.37, 0.08, 0.35], [0.50, 0.87, -0.86]],
  "mulliken_charge": [-0.180, -0.192, -0.197, -0.161, 0.908, 0.656, -0.477, -0.468, 0.214, -0.450, -0.366, -0.132, 0.253, -0.750, -0.577, -0.921, -0.843, -0.500, 0.788, -0.613, -0.106, -0.886, 0.029, -0.498, 0.364, 0.271, 0.337, 0.273, 0.223, 0.100, 0.218, 0.331, -0.164, 0.315, 0.271, 0.278, 0.207, 0.357, -0.620, 0.324, 0.170, 0.275, 0.249, 0.482, 0.387, 0.509, -0.370, 0.261, 0.198, 0.221]
}